1.
Computed, not measured: C17H52N2O6PS as an isolated structure in a non-equilibrium geometry, with ωB97M-V/def2-TZVPD.

Cartesian coordinates (Å):
1 S -2.81276 0.51765 0.63719
2 P -2.02037 3.26134 0.49867
3 O 0.35990 -4.25733 2.65800
4 O 5.71079 2.66484 0.59420
5 O -0.91329 0.20879 -6.20499
6 O -1.09098 -0.60967 -1.71962
7 O 1.08839 -0.10144 4.35263
8 O -3.85138 -1.80959 -1.60515
9 N -3.42682 3.47327 1.30801
10 N -1.39483 1.59666 0.61717
11 C -0.12775 -1.58151 -3.69637
12 C 1.24233 -1.50891 4.24515
13 C -1.68478 -0.22938 -7.31361
14 C 7.38476 3.16413 2.24597
15 C 0.13783 -0.92291 -2.35848
16 C -5.13991 -2.37113 -1.40364
17 C 1.46051 2.83159 0.93636
18 C -6.20703 -1.34104 -1.71093
19 C 0.60287 2.30356 2.22883
20 C 2.60690 1.78168 0.39719
21 C -0.62940 1.28207 1.88231
22 C -0.67454 -5.20583 2.87367
23 C 2.22848 4.22850 1.44221
24 C -1.85973 0.90438 -8.30266
25 C 0.07160 -2.20919 4.90335
26 C -0.59431 -6.30431 1.83390
27 C 6.56539 2.08510 1.56877
28 H 1.58560 5.19344 1.25568
29 H 1.05143 0.11799 5.29946
30 H 2.75169 0.96882 1.23096
31 H -1.40249 1.36371 2.78467
32 H -1.57793 -1.44254 -1.59626
33 H -3.23198 4.23977 1.99839
34 H 6.27343 3.12047 -0.05530
35 H 2.20343 1.33182 -0.63145
36 H 0.37789 -6.80610 1.87860
37 H -0.85898 1.29949 -0.25190
38 H 0.82389 3.14689 0.00682
39 H 3.32652 4.30458 1.02643
40 H -1.16298 -1.06901 -7.78217
41 H -5.24214 -3.23700 -2.06440
42 H 2.18698 -1.79600 4.71692
43 H -2.44862 0.58165 -9.16572
44 H -0.70826 -2.50081 -3.56713
45 H 0.23849 -3.88881 1.76611
46 H -2.65325 -0.58501 -6.94900
47 H -0.87058 -1.90692 4.43445
48 H -6.09475 -0.46293 -1.06663
49 H 0.71574 -1.58265 -1.70416
50 H 7.99265 3.70573 1.51389
51 H 8.04580 2.73416 3.00358
52 H -1.38241 -7.04639 1.98892
53 H 1.29464 -1.76654 3.18323
54 H -5.21453 -2.71651 -0.36803
55 H 6.73074 3.90079 2.72402
56 H -2.36199 1.75551 -7.83137
57 H -0.26738 0.14544 1.89067
58 H 3.63635 2.30959 0.10668
59 H -1.38928 0.94898 -5.79079
60 H -0.99320 4.21045 0.94872
61 H 0.80964 -1.82529 -4.20399
62 H -6.11758 -0.99102 -2.74458
63 H 1.36830 1.68497 2.90446
64 H 0.69882 0.00646 -2.49397
65 H 7.21193 1.35172 1.07736
66 H -0.55342 -5.62051 3.87874
67 H 2.33950 4.14091 2.62538
68 H -1.63882 -4.69072 2.82671
69 H -0.71728 -0.92059 -4.34025
70 H -3.76740 -1.04658 -1.00785
71 H -2.24983 3.54771 -0.89653
72 H -3.39037 0.78240 1.91922
73 H 0.26786 3.21488 2.91892
74 H 0.00236 -1.93669 5.96153
75 H -0.69294 -5.89064 0.82496
76 H 5.94310 1.56123 2.30027
77 H -0.88626 1.26315 -8.65277
78 H -7.20668 -1.75958 -1.56486
79 H 0.17269 -3.29524 4.82520

Calculated total energy (hartree): -1978.92429
Lowest unoccupied orbital energy (eV): -3.4
Frontier orbital gap (hartree): 0.320
Charge: +1



2.
Computed, not measured: a 9-piece molecular cluster, C17H52O10 overall in a non-equilibrium geometry, with ωB97M-V/def2-TZVPD.

Cartesian coordinates (Å):
1 O 15.62613 -26.98582 8.81114
2 O 12.66763 -28.52655 11.68310
3 O 10.73372 -29.88876 16.84456
4 O 10.67866 -27.57529 10.00883
5 O 12.11840 -28.70320 14.73646
6 O 12.91932 -28.70662 7.55317
7 O 14.51715 -29.44900 9.87835
8 O 11.88814 -26.02466 15.49619
9 O 17.14835 -32.28614 13.67259
10 O 13.49239 -32.63044 11.04987
11 C 11.45518 -33.87356 10.82360
12 C 16.53273 -26.62225 11.04138
13 C 11.77756 -30.08285 14.66914
14 C 15.77094 -26.04295 9.87283
15 C 11.59995 -30.67827 16.05931
16 C 11.61048 -24.98360 13.31363
17 C 15.34877 -30.79318 13.23738
18 C 13.89732 -25.42640 14.27083
19 C 9.28704 -27.47015 10.29681
20 C 12.30379 -32.77766 10.23299
21 C 9.10265 -27.96918 11.73032
22 C 17.61300 -30.37485 12.22906
23 C 8.45423 -28.26387 9.31508
24 C 16.58940 -31.42288 12.66540
25 C 14.39852 -25.48781 10.27813
26 C 11.65024 -31.41574 10.17725
27 C 12.43263 -25.09403 14.58564
28 H 13.94566 -26.44600 13.87676
29 H 18.54609 -30.85146 11.94430
30 H 8.95998 -26.42497 10.27268
31 H 13.64771 -26.27525 10.39155
32 H 17.19012 -29.80827 11.39334
33 H 14.59416 -30.39846 10.03189
34 H 14.30136 -24.71474 13.55262
35 H 11.80814 -24.07281 12.74799
36 H 12.23555 -28.89684 12.45961
37 H 16.71500 -25.87932 11.81929
38 H 13.80953 -33.46429 11.40774
39 H 12.58983 -30.72607 16.53951
40 H 17.71164 -32.92844 13.23272
41 H 14.61069 -31.50968 13.59416
42 H 14.00843 -29.12284 10.64453
43 H 16.32292 -25.20874 9.43367
44 H 11.77702 -26.87902 15.05858
45 H 10.54893 -24.90864 13.58882
46 H 13.99996 -24.84230 9.49321
47 H 12.41267 -24.11807 15.07623
48 H 15.56263 -30.15933 14.10708
49 H 11.53319 -31.01948 11.18492
50 H 16.31813 -32.03755 11.79905
51 H 8.09003 -27.77827 12.08135
52 H 8.55683 -29.34469 9.43349
53 H 12.46865 -30.63765 14.02652
54 H 14.50448 -24.94087 11.21653
55 H 12.27340 -30.74480 9.59094
56 H 15.25422 -27.78715 9.20692
57 H 8.73731 -28.03615 8.28325
58 H 13.12816 -28.85608 8.48550
59 H 17.73024 -29.63724 13.02510
60 H 7.38821 -28.04190 9.39486
61 H 12.66678 -33.01622 9.22724
62 H 12.82432 -27.75487 7.46142
63 H 14.48214 -25.40473 15.19172
64 H 9.25182 -29.05251 11.75620
65 H 14.92408 -30.12845 12.48813
66 H 13.03426 -28.62261 15.03140
67 H 11.21809 -33.62755 11.86747
68 H 9.83493 -27.49195 12.38100
69 H 11.12011 -29.00894 16.90566
70 H 10.91453 -27.02834 9.25332
71 H 11.65576 -25.86094 12.66253
72 H 17.48768 -27.02135 10.69340
73 H 11.94717 -28.09120 11.19527
74 H 10.48183 -34.01085 10.34954
75 H 11.21293 -31.69208 15.99174
76 H 10.81530 -30.15798 14.15186
77 H 10.69966 -31.50600 9.64841
78 H 11.95519 -34.84239 10.88096
79 H 16.00337 -27.45838 11.50922

SMILES string: CC(C)O.CC(C)O.CC(C)O.CC(C)O.CC(C)O.OCCO.O.O.O
Calculated total energy (hartree): -1431.29204
Lowest unoccupied orbital energy (eV): 0.4
Frontier orbital gap (hartree): 0.370



3.
Computed, not measured: a 9-piece molecular cluster, C17H54N2O9 overall in a non-equilibrium geometry, with ωB97M-V/def2-TZVPD.

Cartesian coordinates (Å):
1 O -0.97652 0.85748 1.91254
2 O 1.91750 5.69439 2.57788
3 O -2.35101 -2.66064 0.31459
4 O 2.27897 0.83470 -2.70042
5 O -3.50870 3.42386 -1.10178
6 O 1.64518 -3.40673 -0.36262
7 O -3.35762 -0.55735 -3.70346
8 O -2.32649 2.31555 3.92590
9 O 1.98619 -0.02749 5.10708
10 N -0.90234 -3.01933 -2.46814
11 N 4.96775 -4.79713 0.49623
12 C 4.00227 -4.09555 -0.35150
13 C -2.55085 4.26370 -1.71984
14 C -1.42020 0.97602 0.56804
15 C 1.63613 -2.06790 0.01431
16 C 1.27435 4.44037 2.47456
17 C -3.24370 0.57306 -2.88523
18 C 1.29375 1.29070 -1.76150
19 C 0.63251 4.34814 1.09995
20 C 2.24888 3.29206 2.67475
21 C -3.01743 3.20036 3.03828
22 C -1.30228 -1.75175 -3.09094
23 C -2.80717 -1.73700 -3.20536
24 C 2.61204 -4.20782 0.26344
25 C -0.52769 -1.54332 -4.37530
26 C 4.01512 -4.49178 -1.81206
27 C 0.97113 0.12620 4.10305
28 C -3.12202 -3.76425 0.77095
29 H 0.02634 5.24308 0.92009
30 H 1.30317 -1.86006 1.03606
31 H 3.22778 -3.90378 -2.30294
32 H 1.33552 2.36785 -1.59048
33 H -1.65217 2.01873 0.34748
34 H 1.82704 2.32886 2.38231
35 H 3.12247 0.73841 -2.25225
36 H 0.54611 -1.62976 -4.20365
37 H 2.70442 -4.05962 1.34986
38 H 2.61586 -1.58195 -0.13289
39 H -4.39536 3.72483 -1.31364
40 H -3.85889 3.67425 3.54448
41 H 0.41828 4.32626 3.15742
42 H 0.09175 -2.97036 -2.24780
43 H 4.94694 -4.27242 -2.34112
44 H -2.76692 5.32297 -1.54109
45 H -4.13140 -3.67010 0.37048
46 H -1.96399 2.84241 4.64439
47 H 3.78871 -5.52367 -2.09787
48 H -0.76333 -0.58922 -4.84442
49 H -1.27625 -2.98779 -1.51517
50 H -3.92411 1.32093 -3.28699
51 H 2.58906 -0.74074 4.88706
52 H -2.32137 0.36918 0.40116
53 H 0.36728 0.90197 -2.17587
54 H -3.18135 -1.95038 -2.19004
55 H 4.22909 -3.02702 -0.28205
56 H -2.45404 4.05758 -2.78593
57 H -1.41959 1.52415 2.45382
58 H 1.36722 -0.11226 3.11619
59 H 0.67101 1.16714 4.14452
60 H 0.14221 -0.53940 4.34623
61 H -3.47738 2.55581 2.28339
62 H 1.37183 4.39351 0.29310
63 H -3.11752 -2.59276 -3.81046
64 H 2.56029 5.62918 3.29091
65 H -2.68411 -4.69921 0.41326
66 H 5.88719 -4.41973 0.29635
67 H 2.72295 3.32681 3.65630
68 H 0.01877 3.45563 0.99110
69 H -0.68650 0.53685 -0.10437
70 H 2.23177 -5.23657 0.22156
71 H 1.45688 0.82460 -0.78276
72 H -2.37142 3.89366 2.49740
73 H -1.60527 4.11027 -1.19756
74 H -3.45037 0.37874 -1.82579
75 H -2.01544 -2.14244 1.05031
76 H 5.02475 -5.77829 0.24645
77 H -3.15889 -3.85407 1.85794
78 H -1.05863 -0.89227 -2.43435
79 H 1.02633 -1.51319 -0.70468
80 H 3.05665 3.34992 1.93000
81 H -0.77400 -2.36456 -5.05756
82 H -2.23710 1.01949 -2.91129

SMILES string: COC[C@H](C)N.COC[C@H](C)N.CC(C)O.CO.CO.CO.CO.CO.CO
Calculated total energy (hartree): -1466.59996
Lowest unoccupied orbital energy (eV): 0.4
Frontier orbital gap (hartree): 0.339